Entry 1:
{"formula": "C37H80F30N5O7P4S2", "method": "the ωB97M-V functional and the def2-TZVPD basis", "orbital_gap_ev": 6.638, "charge": -1, "spin_multiplicity": 1, "total_energy_ha": -7416.806400, "symbols": ["C", "C", "O", "N", "H", "H", "C", "H", "H", "H", "H", "H", "H", "C", "C", "C", "N", "C", "C", "C", "C", "C", "H", "H", "H", "H", "H", "H", "H", "H", "H", "H", "H", "H", "H", "H", "H", "H", "H", "H", "C", "C", "C", "N", "C", "C", "C", "C", "C", "H", "H", "H", "H", "H", "H", "H", "H", "H", "H", "H", "H", "H", "H", "H", "H", "H", "H", "C", "C", "C", "N", "C", "C", "C", "C", "C", "H", "H", "H", "H", "H", "H", "H", "H", "H", "H", "H", "H", "H", "H", "H", "H", "H", "H", "C", "C", "C", "N", "C", "C", "C", "C", "C", "H", "H", "H", "H", "H", "H", "H", "H", "H", "H", "H", "H", "H", "H", "H", "H", "H", "H", "C", "F", "F", "F", "S", "O", "O", "O", "C", "F", "F", "F", "S", "O", "O", "O", "P", "F", "F", "F", "F", "F", "F", "P", "F", "F", "F", "F", "F", "F", "P", "F", "F", "F", "F", "F", "F", "P", "F", "F", "F", "F", "F", "F"], "xyz": [[-0.658, -4.751, 5.353], [-1.854, -4.793, 4.390], [-2.527, -5.797, 4.140], [-2.249, -3.437, 3.795], [-3.259, -3.458, 3.792], [-2.174, -2.691, 4.472], [-1.551, -2.893, 2.530], [-0.796, -5.570, 6.058], [-0.503, -3.760, 5.779], [0.293, -4.839, 4.826], [-1.973, -3.462, 1.701], [-0.482, -3.065, 2.660], [-1.765, -1.829, 2.622], [5.887, -7.807, -2.823], [5.742, -6.488, -3.481], [5.799, -5.463, -2.401], [5.108, -4.154, -2.784], [3.570, -4.441, -2.851], [5.627, -3.624, -4.174], [5.334, -2.171, -4.143], [5.496, -1.658, -2.757], [5.354, -3.002, -1.845], [5.994, -8.620, -3.541], [5.023, -8.120, -2.236], [6.634, -7.800, -2.029], [4.855, -6.444, -4.113], [6.597, -6.470, -4.156], [6.817, -5.219, -2.100], [5.396, -5.834, -1.458], [3.278, -4.672, -1.827], [3.225, -5.331, -3.377], [3.048, -3.512, -3.080], [5.182, -4.210, -4.978], [6.681, -3.862, -4.034], [4.290, -1.974, -4.387], [5.921, -1.561, -4.831], [4.727, -0.963, -2.419], [6.453, -1.172, -2.567], [4.520, -2.941, -1.145], [6.134, -3.250, -1.125], [-3.214, 1.037, 1.854], [-2.306, 0.554, 0.690], [-0.857, 1.196, 0.664], [0.067, 0.343, -0.283], [-0.561, 0.281, -1.720], [1.478, 0.887, -0.403], [2.499, -0.219, -0.066], [1.698, -1.223, 0.709], [0.270, -1.141, 0.119], [-4.146, 0.473, 1.887], [-3.363, 2.110, 1.733], [-2.683, 0.753, 2.763], [-2.980, 0.849, -0.114], [-2.344, -0.534, 0.632], [-0.315, 1.139, 1.608], [-0.882, 2.277, 0.530], [-1.485, -0.281, -1.584], [0.097, -0.196, -2.447], [-0.719, 1.351, -1.853], [1.646, 1.484, -1.300], [1.485, 1.709, 0.313], [2.932, -0.631, -0.978], [3.315, 0.076, 0.593], [2.068, -2.214, 0.444], [1.759, -1.148, 1.795], [0.261, -1.793, -0.755], [-0.543, -1.535, 0.729], [2.508, 4.888, 8.793], [2.618, 4.147, 7.421], [2.647, 5.095, 6.243], [2.640, 4.476, 4.924], [3.789, 3.476, 4.680], [2.645, 5.617, 3.892], [1.947, 5.023, 2.696], [0.733, 4.324, 3.343], [1.263, 3.798, 4.652], [2.606, 4.131, 9.571], [1.594, 5.480, 8.842], [3.259, 5.674, 8.870], [1.867, 3.357, 7.408], [3.545, 3.575, 7.418], [3.531, 5.703, 6.437], [1.716, 5.653, 6.337], [3.794, 3.160, 3.637], [3.844, 2.553, 5.257], [4.728, 4.016, 4.803], [3.691, 5.885, 3.750], [2.154, 6.545, 4.183], [2.556, 4.343, 2.100], [1.632, 5.873, 2.090], [0.354, 3.504, 2.734], [-0.024, 5.104, 3.434], [1.433, 2.724, 4.585], [0.528, 3.879, 5.452], [-4.874, 1.321, -2.899], [-6.097, 2.218, -3.084], [-7.104, 1.617, -4.074], [-8.420, 2.503, -4.416], [-9.217, 2.656, -3.088], [-9.190, 1.827, -5.539], [-8.562, 2.257, -6.922], [-7.655, 3.464, -6.478], [-8.142, 3.798, -5.118], [-5.080, 0.327, -2.500], [-4.078, 1.821, -2.348], [-4.397, 1.113, -3.857], [-5.756, 3.159, -3.516], [-6.662, 2.498, -2.195], [-7.591, 0.720, -3.692], [-6.565, 1.417, -5.001], [-9.331, 1.672, -2.632], [-10.209, 2.992, -3.389], [-8.803, 3.395, -2.402], [-10.199, 2.220, -5.413], [-9.312, 0.746, -5.467], [-9.455, 2.369, -7.538], [-7.964, 1.459, -7.363], [-7.672, 4.285, -7.195], [-6.635, 3.085, -6.405], [-9.123, 4.269, -5.182], [-7.471, 4.330, -4.444], [0.420, 0.181, 6.475], [-0.104, 1.422, 6.305], [1.719, 0.332, 6.544], [-0.062, -0.355, 7.600], [0.054, -0.875, 4.890], [0.296, 0.003, 3.769], [0.981, -2.097, 4.929], [-1.347, -1.259, 4.911], [-0.654, 5.402, -2.403], [-0.328, 4.565, -3.326], [-0.622, 6.626, -2.991], [-1.895, 5.144, -1.932], [0.636, 5.346, -0.985], [0.112, 6.465, -0.110], [0.668, 3.939, -0.448], [1.935, 5.716, -1.528], [0.474, -2.248, -5.303], [1.433, -1.029, -4.806], [0.180, -1.501, -6.744], [1.681, -2.945, -6.079], [-0.468, -3.493, -5.760], [0.743, -3.033, -3.911], [-0.739, -1.482, -4.569], [-4.396, -3.104, -0.182], [-4.377, -1.774, -1.119], [-6.011, -2.785, -0.049], [-4.639, -4.171, -1.464], [-4.501, -4.314, 0.925], [-2.730, -3.302, -0.397], [-4.063, -2.135, 1.108], [2.175, -5.834, 1.256], [2.628, -7.146, 2.081], [1.175, -5.487, 2.513], [3.409, -5.109, 2.081], [1.712, -4.444, 0.593], [2.981, -6.277, -0.048], [0.936, -6.664, 0.569], [5.196, 2.506, -0.122], [4.873, 4.076, -0.370], [3.953, 2.415, 0.932], [4.117, 2.215, -1.277], [5.465, 0.953, 0.114], [6.394, 2.601, -1.149], [6.190, 2.914, 1.070]]}


Entry 2:
{"formula": "C37H80N2O26P5S3", "method": "the ωB97M-V functional and the def2-TZVPD basis", "orbital_gap_ev": 6.829, "charge": 1, "spin_multiplicity": 1, "total_energy_ha": -6424.643405, "symbols": ["C", "C", "C", "C", "N", "C", "C", "C", "C", "C", "N", "C", "C", "C", "C", "C", "S", "O", "O", "O", "C", "C", "C", "O", "O", "O", "C", "C", "C", "O", "C", "P", "O", "O", "O", "C", "S", "S", "C", "C", "C", "H", "H", "H", "H", "H", "H", "H", "H", "H", "H", "H", "H", "H", "H", "H", "H", "H", "H", "H", "H", "H", "H", "H", "H", "H", "H", "H", "H", "H", "H", "H", "H", "H", "H", "H", "H", "H", "H", "H", "H", "H", "H", "H", "H", "C", "O", "P", "O", "O", "C", "O", "C", "H", "H", "H", "H", "H", "H", "H", "H", "H", "C", "O", "P", "O", "O", "C", "O", "C", "H", "H", "H", "H", "H", "H", "H", "H", "H", "C", "O", "P", "O", "O", "C", "O", "C", "H", "H", "H", "H", "H", "H", "H", "H", "H", "C", "O", "P", "O", "O", "C", "O", "C", "H", "H", "H", "H", "H", "H", "H", "H", "H"], "xyz": [[7.204, -0.251, 0.022], [5.688, -0.553, 0.219], [4.912, 0.108, -0.934], [3.493, -0.509, -0.937], [2.848, -0.375, -2.257], [2.655, 1.033, -2.678], [2.176, 1.971, -1.565], [0.848, 1.532, -0.944], [-0.284, 1.547, -2.017], [-1.579, 1.103, -1.422], [-1.497, 0.161, -0.469], [-2.548, -0.348, 0.175], [-2.362, -1.435, 1.190], [-3.059, -2.720, 0.640], [-2.408, -4.023, 1.151], [-3.367, -4.753, 2.125], [-3.223, -4.093, 3.782], [-3.659, -5.077, 4.712], [-3.973, -2.869, 3.792], [-1.709, -3.676, 4.056], [-3.815, 0.121, -0.117], [-3.948, 1.099, -1.096], [-5.351, 1.581, -1.359], [-5.682, 2.717, -1.336], [-6.168, 0.546, -1.644], [-7.339, 1.078, -2.266], [-8.102, -0.028, -2.731], [-7.396, -0.922, -3.745], [-6.810, -0.109, -4.903], [-6.420, -1.793, -3.191], [-2.826, 1.597, -1.792], [-3.049, 2.832, -3.109], [-1.883, 2.999, -3.972], [-4.285, 2.306, -3.998], [-3.571, 4.171, -2.460], [1.737, -1.150, -2.419], [0.957, -2.034, -1.244], [1.106, -1.218, -4.099], [0.731, -2.970, -4.396], [-0.530, -3.038, -5.280], [-0.510, -4.270, -6.203], [7.388, 0.107, -0.989], [7.539, 0.461, 0.773], [7.753, -1.181, 0.170], [5.336, -0.127, 1.159], [5.551, -1.633, 0.209], [4.853, 1.191, -0.831], [5.371, -0.176, -1.883], [3.641, -1.578, -0.791], [2.878, -0.173, -0.099], [3.626, 1.403, -3.018], [1.984, 1.162, -3.526], [2.915, 2.114, -0.778], [2.023, 2.960, -2.008], [0.551, 2.273, -0.195], [0.995, 0.547, -0.506], [-0.322, 2.566, -2.386], [0.002, 0.846, -2.804], [-0.589, -0.231, -0.216], [-2.888, -1.135, 2.098], [-1.308, -1.612, 1.405], [-2.918, -2.687, -0.444], [-4.130, -2.662, 0.822], [-1.426, -3.841, 1.583], [-2.258, -4.698, 0.309], [-4.391, -4.533, 1.830], [-3.248, -5.834, 2.086], [-1.116, -4.315, 3.629], [-4.687, -0.257, 0.396], [-8.955, 0.426, -3.237], [-8.501, -0.591, -1.879], [-8.184, -1.552, -4.178], [-7.541, -0.038, -5.707], [-6.543, 0.908, -4.611], [-5.904, -0.606, -5.250], [-6.490, -1.809, -2.233], [-4.021, 1.453, -4.373], [-4.267, 4.548, -3.021], [1.556, -3.397, -4.964], [0.590, -3.492, -3.454], [-0.637, -2.128, -5.874], [-1.407, -3.109, -4.634], [0.496, -4.646, -6.389], [-1.004, -4.075, -7.154], [-1.074, -5.080, -5.735], [7.214, -5.713, 5.635], [6.497, -5.008, 4.617], [6.858, -3.465, 4.122], [6.287, -3.568, 2.745], [8.445, -3.816, 4.160], [8.981, -4.758, 3.237], [7.276, -1.844, 4.026], [6.328, -0.924, 4.558], [6.498, -6.222, 6.279], [7.829, -6.475, 5.157], [7.846, -5.063, 6.234], [8.212, -5.186, 2.595], [9.473, -5.558, 3.792], [9.731, -4.256, 2.627], [6.206, -1.062, 5.633], [5.368, -1.065, 4.053], [6.676, 0.091, 4.380], [-5.024, -1.560, 5.816], [-5.280, -0.831, 7.027], [-6.734, -0.200, 7.409], [-6.654, -0.070, 8.877], [-7.589, -1.471, 6.892], [-7.611, -2.662, 7.676], [-7.949, 0.809, 6.963], [-7.577, 2.143, 6.569], [-4.071, -1.241, 5.408], [-4.940, -2.616, 6.062], [-5.806, -1.422, 5.074], [-6.985, -2.579, 8.564], [-7.258, -3.494, 7.064], [-8.639, -2.866, 7.970], [-6.934, 2.125, 5.687], [-7.071, 2.655, 7.391], [-8.488, 2.682, 6.325], [-1.869, 3.975, 4.785], [-1.261, 3.564, 3.552], [-1.365, 4.419, 2.170], [-0.191, 3.924, 1.409], [-1.169, 5.860, 2.858], [0.125, 6.260, 3.309], [-2.342, 5.070, 1.031], [-3.326, 4.174, 0.485], [-2.333, 3.108, 5.252], [-1.086, 4.332, 5.453], [-2.612, 4.757, 4.648], [0.871, 5.481, 3.158], [0.069, 6.502, 4.371], [0.419, 7.158, 2.770], [-4.012, 3.822, 1.259], [-2.821, 3.328, 0.017], [-3.894, 4.704, -0.266], [5.745, 2.090, -7.903], [5.938, 2.161, -6.487], [7.079, 3.126, -5.753], [6.373, 3.200, -4.436], [6.731, 4.373, -6.737], [5.450, 4.986, -6.673], [8.437, 3.988, -5.309], [9.602, 3.236, -4.918], [5.611, 1.047, -8.186], [4.826, 2.621, -8.153], [6.572, 2.517, -8.464], [4.797, 4.497, -5.950], [4.986, 4.947, -7.660], [5.580, 6.032, -6.399], [9.966, 2.622, -5.742], [9.376, 2.607, -4.053], [10.377, 3.947, -4.646]]}